No. 1
A single C19H20FNO2 molecule, computed with ωB97M-V/def2-TZVPD.

```
43
Properties=species:S:1:pos:R:3:forces:R:3:mulliken_charge:R:1
F -3.558 0.862 -0.691 0.05 0.00 -0.01 -0.44
O 1.010 -0.936 -1.729 0.24 -0.11 -0.02 -0.63
O -0.152 1.485 0.502 0.11 -0.04 -0.11 -0.42
N -1.215 -0.679 -1.941 -0.46 -0.11 0.08 -0.15
C -2.829 -1.861 -0.509 0.23 0.13 -0.14 -1.45
C 0.205 1.106 -2.729 0.40 -0.05 0.04 -0.64
C 4.171 -0.478 0.782 0.16 -0.09 0.03 -0.95
C -2.013 -0.381 2.892 0.07 -0.08 0.13 -0.57
C 1.434 2.448 -0.973 -0.10 0.01 -0.07 -1.05
C -3.043 0.442 0.494 0.03 -0.14 0.35 0.67
C 1.476 -0.567 1.377 -0.01 0.17 -0.07 0.20
C -1.552 -1.953 -1.349 -0.02 -0.29 -0.05 -0.61
C -2.394 0.939 2.726 -0.04 -0.01 -0.04 -0.38
C -2.681 -0.891 0.629 -0.17 0.13 -0.17 0.51
C 3.667 -1.513 1.553 0.07 0.00 -0.03 -0.41
C -2.917 1.359 1.517 -0.14 -0.06 -0.16 -0.70
C 1.971 0.474 0.590 0.22 -0.47 0.47 0.21
C -2.156 -1.284 1.853 -0.05 0.13 0.01 -0.28
C 0.992 1.467 0.093 0.04 0.55 -0.09 0.44
C 3.333 0.510 0.301 -0.27 0.12 0.02 -0.21
C 1.530 1.762 -2.341 -0.09 0.02 -0.02 -0.66
C 2.314 -1.554 1.852 -0.03 -0.03 0.04 -0.66
C 0.059 -0.259 -2.067 -0.29 0.22 -0.41 0.37
H 2.394 2.894 -0.711 0.02 0.03 0.02 0.45
H 3.753 1.306 -0.295 0.01 0.08 -0.09 0.32
H 4.327 -2.286 1.917 0.05 -0.05 0.03 0.39
H -0.697 -2.252 -0.735 -0.13 -0.03 -0.07 0.37
H -3.655 -1.551 -1.154 -0.05 -0.11 0.05 0.37
H 0.684 3.242 -1.021 0.05 -0.05 0.10 0.41
H -1.976 -0.078 -2.213 0.15 0.11 0.03 0.29
H 1.917 -2.360 2.452 -0.04 -0.06 0.05 0.41
H 5.226 -0.445 0.550 0.07 0.01 -0.01 0.40
H -1.691 -2.705 -2.137 0.08 0.00 0.16 0.33
H -1.597 -0.709 3.833 0.02 -0.03 0.08 0.41
H -0.637 1.744 -2.458 -0.08 0.01 -0.05 0.34
H 2.295 0.983 -2.313 0.01 0.07 -0.10 0.39
H -1.858 -2.314 1.986 0.01 -0.13 0.01 0.42
H -3.053 -2.855 -0.117 -0.05 0.02 -0.04 0.46
H 1.811 2.506 -3.088 0.02 -0.05 0.03 0.40
H 0.178 0.940 -3.809 -0.06 -0.01 0.03 0.47
H -2.279 1.644 3.535 0.01 0.07 0.07 0.40
H -3.213 2.382 1.354 -0.02 0.11 -0.05 0.45
H 0.417 -0.582 1.592 -0.05 0.00 0.00 0.33
```
Forces are in eV/Å.

E_HOMO = -9.0 eV
E_tot = -28331.2283 eV
Total charge = 0
E_LUMO = 0.548 eV
Max |F| = 0.0136 Eh/bohr
Gap between HOMO and LUMO = 0.351 Ha
SMILES = O=C(CCCC(=O)c1ccccc1)NCCc1ccccc1F

No. 2
ArH26O13 as an isolated structure at a distorted geometry, computed with ωB97M-V/def2-TZVPD.

```
40
Properties=species:S:1:pos:R:3:forces:R:3:mulliken_charge:R:1
Ar -0.293 0.245 -0.020 0.15 -0.04 0.00 0.01
O 2.156 -0.576 -2.673 0.84 0.00 -0.17 -0.70
O -2.145 -3.293 -1.331 0.32 0.21 -0.21 -0.61
O 1.273 2.195 2.746 0.46 -0.14 -0.03 -0.67
O -2.080 1.051 -3.929 -0.11 0.21 -0.76 -0.70
O -2.655 2.381 -1.223 -0.23 0.03 -0.91 -0.65
O -0.477 -0.967 -2.940 0.30 -0.09 -0.05 -0.72
O -1.177 0.389 3.120 -0.28 0.96 -0.06 -0.66
O 3.453 -1.563 -0.478 0.25 -0.96 0.47 -0.75
O 0.089 -2.142 3.300 -0.63 0.46 0.28 -0.72
O 2.001 -3.081 1.280 -0.75 -0.39 1.11 -0.69
O 3.328 0.777 1.044 0.17 -0.24 -0.34 -0.68
O -0.235 4.023 -0.823 -0.08 -0.16 0.24 -0.68
O -3.211 1.051 1.151 -0.47 0.18 -0.29 -0.70
H 4.002 0.698 1.719 0.24 0.01 0.15 0.32
H -2.398 1.359 -3.080 -0.18 0.32 0.58 0.35
H -0.678 -0.425 3.051 0.41 -1.01 -0.22 0.39
H 0.394 3.750 -1.491 0.26 -0.11 -0.19 0.33
H 2.534 1.009 1.524 -0.51 0.46 0.34 0.33
H 0.904 -2.296 2.824 0.66 -0.39 -0.79 0.38
H 0.368 -1.930 4.191 0.09 -0.12 0.36 0.33
H -2.582 0.930 1.862 0.55 -0.14 0.42 0.36
H -0.747 4.714 -1.244 -0.15 0.34 -0.09 0.31
H 0.440 1.739 2.872 -0.57 -0.34 0.13 0.35
H 1.245 -0.870 -2.692 -0.64 0.03 0.10 0.43
H 2.469 -2.469 0.712 0.74 0.45 -0.88 0.43
H 1.024 3.088 2.509 0.03 0.26 -0.17 0.32
H -0.360 -1.369 -3.800 -0.04 -0.28 -0.44 0.34
H -0.807 -1.675 -2.387 -0.55 -0.39 0.35 0.31
H -3.358 0.170 0.808 -0.13 -0.27 -0.04 0.30
H -1.713 -3.360 -0.479 0.13 -0.06 0.29 0.30
H -2.702 1.844 -0.432 -0.24 -0.16 0.66 0.35
H 3.285 -0.777 0.042 0.15 0.86 0.25 0.41
H -1.615 0.331 3.969 -0.14 0.07 0.28 0.26
H -1.832 2.862 -1.138 0.42 0.19 0.10 0.38
H -1.499 0.320 -3.716 -0.02 -0.02 0.29 0.40
H -3.053 -3.541 -1.159 -0.28 -0.03 -0.08 0.30
H 1.410 -3.550 0.691 -0.05 -0.17 -0.09 0.26
H 2.129 0.312 -3.030 0.12 0.20 -0.02 0.27
H 3.111 -1.354 -1.347 -0.22 0.28 -0.56 0.40
```
Forces are in eV/Å.

E_HOMO = -10.3 eV
E_tot = -41395.5218 eV
Total charge = 0
ΔE to the lowest compared entry with this formula, charge and spin = 0.000 eV
E_LUMO = -0.124 eV
Max |F| = 0.0272 Eh/bohr
Gap between HOMO and LUMO = 0.375 Ha

No. 3
A 9-piece molecular cluster, C17H24Cl16F4O4 overall at a distorted geometry, computed with ωB97M-V/def2-TZVPD.

```
65
Properties=species:S:1:pos:R:3:forces:R:3:mulliken_charge:R:1
Cl -0.778 -2.046 -5.808 -0.10 -0.02 -0.06 -0.16
Cl 7.221 6.898 -0.667 0.03 -0.03 -0.06 -0.16
Cl 3.423 -2.735 1.742 0.02 0.10 0.09 -0.12
Cl -2.154 2.435 5.323 0.21 -0.04 0.45 -0.16
Cl 1.931 6.128 -4.855 -0.06 -0.04 0.00 -0.17
Cl 4.326 4.769 -3.878 0.02 -0.11 -0.04 -0.16
Cl 2.116 -2.263 -5.434 0.05 0.03 -0.01 -0.17
Cl 0.252 0.977 6.118 -0.03 -0.06 0.00 -0.15
Cl 2.356 -0.179 0.818 0.01 0.21 -0.04 -0.13
Cl -0.543 -5.205 3.851 -0.03 -0.03 -0.07 -0.17
Cl 4.787 5.959 0.650 -0.06 -0.07 -0.03 -0.16
Cl 4.741 -6.458 1.509 -0.01 -0.07 0.00 -0.15
Cl -1.635 -2.497 3.746 -0.03 0.09 -0.01 -0.09
Cl -4.868 -4.733 1.295 0.03 0.06 -0.07 -0.14
Cl -3.768 -7.300 2.149 0.07 -0.02 -0.03 -0.14
Cl 3.516 -5.085 -0.761 -0.05 -0.13 -0.23 -0.10
F -0.212 -1.735 -0.242 0.34 -0.44 0.06 -0.27
F -2.995 -0.356 -1.584 -0.35 0.24 0.09 -0.28
F -2.207 -1.499 0.585 -0.45 -0.20 0.12 -0.26
F -1.148 -1.123 -2.388 0.10 0.16 -0.43 -0.23
O 0.375 1.073 -3.434 2.08 -1.27 -3.69 -0.49
O -4.680 2.339 1.805 0.04 -0.02 0.02 -0.59
O -0.736 4.473 -1.296 -0.31 4.49 0.24 -0.42
O 0.549 2.707 -1.880 0.34 1.14 -1.30 -0.28
C 2.587 4.634 -4.178 -0.17 -0.07 0.05 0.17
C -2.177 2.518 1.554 -1.23 0.41 0.54 -0.17
C 0.757 -1.175 -5.749 0.00 0.14 0.04 0.51
C 5.826 5.817 -0.774 0.00 -0.03 -0.06 0.02
C -2.621 2.230 0.099 1.02 0.79 0.01 -0.84
C -1.472 2.198 -0.890 -1.02 -0.68 0.71 1.10
C -1.505 0.914 5.956 0.03 -0.13 0.07 0.11
C -1.102 1.102 -1.549 0.75 0.88 -1.03 -0.24
C -1.661 -0.305 -1.456 0.85 -0.09 0.72 0.96
C -0.575 3.348 -1.343 -0.10 -5.23 1.01 -0.07
C -3.792 -6.073 0.877 0.02 -0.04 -0.09 -0.22
C -1.710 -4.130 3.075 -0.07 -0.14 -0.08 0.00
C -3.473 2.805 2.416 -0.27 0.04 -0.09 -0.40
C 0.051 1.569 -2.455 -2.47 -0.44 4.24 -0.24
C 3.430 -1.535 0.450 0.07 -0.20 -0.10 -0.30
C 3.821 -6.645 0.012 -0.02 -0.10 0.01 -0.31
C -1.209 -0.870 -0.038 0.07 0.92 -0.47 0.43
H -4.139 -6.528 -0.044 -0.07 0.01 0.08 0.33
H -5.047 3.028 1.238 0.11 -0.14 0.16 0.36
H 3.093 -2.007 -0.468 -0.10 0.01 0.08 0.16
H 2.086 4.424 -3.240 0.07 0.09 0.00 -0.09
H 0.918 -0.679 -6.700 0.00 -0.14 -0.01 0.30
H 4.439 -1.158 0.325 -0.06 0.05 0.10 0.38
H 2.415 3.825 -4.880 0.09 0.08 -0.03 0.27
H -1.577 3.435 1.628 0.23 -0.50 -0.14 0.34
H 4.387 -7.268 -0.671 0.05 0.11 0.03 0.29
H -2.787 -5.687 0.744 -0.04 0.00 0.07 0.17
H -3.282 3.055 -0.210 -0.05 -0.46 0.01 0.46
H -1.765 0.112 5.271 0.04 0.09 -0.04 -0.12
H -2.709 -4.525 3.228 0.05 0.05 0.12 0.17
H 5.250 6.073 -1.655 0.00 0.10 0.10 0.04
H -1.942 0.727 6.931 0.04 0.11 -0.02 0.33
H 0.696 -0.454 -4.945 0.04 -0.08 0.00 -0.38
H -0.834 -0.029 0.561 -0.16 -0.37 0.22 -0.05
H -1.489 -4.079 2.013 0.11 0.11 0.07 0.04
H 6.181 4.794 -0.847 0.03 0.06 0.10 0.27
H -3.128 1.263 0.075 -0.22 0.47 -0.15 0.46
H -3.418 2.296 3.390 -0.05 0.23 -0.78 0.01
H -3.592 3.884 2.619 0.31 -0.30 -0.07 0.29
H 2.870 -7.112 0.242 0.01 0.11 0.05 0.26
H -1.672 1.663 2.028 0.18 0.30 -0.42 0.32
```
Forces are in eV/Å.

E_HOMO = -10.7 eV
E_tot = -237435.7879 eV
Total charge = 0
ΔE to the lowest compared entry with this formula, charge and spin = 0.000 eV
E_LUMO = -0.989 eV
Max |F| = 0.1036 Eh/bohr
Gap between HOMO and LUMO = 0.356 Ha
SMILES = O=C1OC(=O)C(C(F)(F)C(F)F)=C1CCCO.ClCCl.ClCCl.ClCCl.ClCCl.ClCCl.ClCCl.ClCCl.ClCCl